{"formula": "CH6O2", "method": "the ωB97M-V functional and the def2-TZVPD basis", "symbols": ["O", "O", "H", "H", "C", "H", "H", "H", "H"], "coordinates": [[-1.44170, 0.78450, 0.18393], [-0.97621, 1.89516, 0.97299], [-0.77218, 0.92874, -0.49476], [-1.14734, 1.71238, 1.91227], [0.84790, -1.06321, -0.57080], [1.67823, -0.42542, -0.78372], [1.31822, -2.07169, -0.28951], [0.03736, -1.16776, -1.27456], [0.45572, -0.59268, 0.34417]], "lowdin_charge": [-0.09, -0.09, 0.06, 0.09, -0.06, 0.01, 0.05, 0.02, 0.01], "relative_energy_kj_mol": 286.4, "gap_ha": 0.410, "homo_energy_ev": -10.20}